Record 1
65
Properties=species:S:1:pos:R:3 method="wB97M-V/def2-TZVPD" smiles="CC[C@@H](I)OC(=O)OP(N)O.CCOS(C)(=O)=O.CCOS(C)(=O)=O.CCOS(C)(=O)=O" orbital_gap_ev=9.77 e_homo_ev=-9.3
C -3.631 -0.912 6.014
C -2.790 -2.169 5.733
C -3.583 -3.478 5.623
I -2.482 -5.113 6.508
O -4.832 -3.470 6.300
C -5.875 -3.073 5.552
O -5.818 -2.696 4.419
O -6.975 -3.144 6.313
P -7.985 -1.785 6.318
N -7.706 -1.453 7.971
O -9.392 -2.577 6.489
H -3.051 -0.205 6.609
H -3.920 -0.401 5.094
H -4.543 -1.118 6.575
H -2.009 -2.240 6.488
H -2.302 -2.026 4.766
H -3.711 -3.791 4.592
H -7.702 -0.442 8.094
H -6.799 -1.806 8.260
H -9.903 -2.439 5.676
C 1.810 -1.054 1.389
C 1.694 0.446 1.521
O 0.318 0.908 1.590
S -0.459 0.707 2.952
C -1.824 1.756 2.590
O 0.314 1.263 4.020
O -0.928 -0.642 3.048
H 1.461 -1.568 2.284
H 2.853 -1.316 1.220
H 1.222 -1.410 0.544
H 2.234 0.823 2.391
H 2.097 0.934 0.637
H -1.468 2.778 2.497
H -2.517 1.664 3.423
H -2.291 1.414 1.671
C 5.114 -2.983 -3.428
C 5.686 -1.833 -2.626
O 5.175 -0.545 -3.045
S 3.699 -0.162 -2.603
C 3.774 1.547 -2.990
O 3.589 -0.351 -1.186
O 2.756 -0.806 -3.464
H 4.048 -3.108 -3.247
H 5.621 -3.906 -3.146
H 5.256 -2.814 -4.495
H 5.505 -1.954 -1.558
H 6.760 -1.752 -2.777
H 4.506 2.026 -2.347
H 2.781 1.955 -2.813
H 4.036 1.659 -4.039
C 0.348 2.032 -7.528
C 1.844 1.924 -7.731
O 2.467 3.198 -8.033
S 2.669 4.219 -6.838
C 3.780 5.310 -7.651
O 3.340 3.539 -5.769
O 1.444 4.903 -6.568
H 0.104 2.605 -6.635
H -0.074 1.033 -7.421
H -0.120 2.524 -8.381
H 2.340 1.485 -6.864
H 2.074 1.307 -8.596
H 4.702 4.779 -7.868
H 3.963 6.135 -6.965
H 3.307 5.672 -8.560

=====

Record 2
55
Properties=species:S:1:pos:R:3 method="wB97M-V/def2-TZVPD" relative_energy_ev=0.139 total_charge=+1 orbital_gap_ev=8.57 e_homo_ev=-11.2
C -2.520 -0.215 0.073
C -1.767 -0.421 -1.255
C -0.331 -0.930 -1.052
C 0.648 -0.444 -2.156
C 0.986 -1.549 -3.175
P 2.160 0.206 -1.414
C 2.839 1.529 -2.427
C 3.436 -1.054 -1.211
P 3.942 -1.487 0.499
O 4.209 -2.910 0.566
O 5.224 -0.607 0.839
O 2.772 -1.019 1.462
H -3.474 -0.732 0.045
H -2.748 0.837 0.228
H -1.954 -0.590 0.925
H -2.326 -1.135 -1.854
H -1.743 0.525 -1.796
H 0.018 -0.602 -0.070
H -0.324 -2.019 -1.027
H 0.198 0.396 -2.690
H 1.885 -1.330 -3.753
H 0.159 -1.626 -3.877
H 1.102 -2.501 -2.664
H 1.838 0.788 -0.187
H 2.967 1.151 -3.440
H 3.828 1.777 -2.041
H 2.197 2.405 -2.405
H 3.140 -1.991 -1.677
H 4.328 -0.704 -1.732
H 5.088 0.350 0.827
H 2.767 -0.069 1.679
C 3.318 2.699 3.210
O 2.584 1.956 2.559
N 3.785 2.416 4.424
C 4.637 3.337 5.158
C 3.421 1.145 5.038
H 3.641 3.680 2.831
H 5.598 2.872 5.376
H 4.164 3.625 6.096
H 4.807 4.232 4.563
H 3.766 0.311 4.426
H 2.339 1.068 5.138
H 3.881 1.082 6.019
C -5.751 -0.914 -2.374
O -4.902 -0.152 -1.941
N -6.911 -1.186 -1.756
C -7.890 -2.097 -2.316
C -7.189 -0.537 -0.485
H -5.634 -1.449 -3.331
H -8.836 -1.583 -2.493
H -8.068 -2.934 -1.639
H -7.524 -2.488 -3.263
H -7.191 0.547 -0.603
H -6.428 -0.795 0.251
H -8.162 -0.862 -0.126

=====

Record 3
61
Properties=species:S:1:pos:R:3 method="wB97M-V/def2-TZVPD" relative_energy_ev=1.512 total_charge=+1 orbital_gap_ev="6.67 / 6.46" multiplicity=2 e_homo_ev="-11.4 / -11.4"
Ir -1.420 -0.366 0.416
C -4.257 -1.183 3.458
C -3.213 -1.222 2.396
N -2.629 -0.147 1.980
O -3.051 1.047 2.510
C -2.790 -2.437 1.742
C -3.296 -3.796 2.089
N -1.910 -2.248 0.776
O -1.475 -3.163 0.042
H -4.885 -0.303 3.341
H -3.779 -1.121 4.439
H -4.867 -2.081 3.430
H -2.515 1.728 2.078
H -3.112 -4.027 3.139
H -2.789 -4.533 1.473
H -4.369 -3.880 1.909
C 1.251 -0.931 2.769
Si 2.002 0.250 1.532
C 2.244 1.946 2.274
C 3.594 -0.479 0.846
Ge 0.750 0.487 -0.550
Si 0.422 -1.586 -2.019
C -1.232 -1.752 -2.827
C 1.802 -0.871 -3.058
C 1.149 -3.055 -1.154
Si 1.490 2.529 -1.730
C 0.825 3.947 -0.718
C 0.951 2.690 -3.505
C 3.354 2.485 -1.601
H 1.758 -0.804 3.729
H 1.376 -1.969 2.453
H 0.186 -0.760 2.942
H 2.614 1.843 3.297
H 1.310 2.508 2.317
H 2.965 2.543 1.713
H 4.339 -0.500 1.648
H 4.019 0.100 0.025
H 3.448 -1.509 0.515
H -1.608 -0.786 -3.164
H -1.937 -2.191 -2.122
H -1.159 -2.417 -3.692
H 1.521 -0.039 -3.695
H 2.091 -1.715 -3.698
H 2.688 -0.611 -2.474
H 0.578 -3.371 -0.291
H 2.189 -2.864 -0.880
H 1.153 -3.880 -1.877
H -0.262 3.958 -0.641
H 1.128 4.869 -1.223
H 1.248 3.968 0.287
H -0.120 2.539 -3.624
H 1.483 2.035 -4.192
H 1.179 3.716 -3.808
H 3.699 2.437 -0.567
H 3.732 3.418 -2.028
H 3.809 1.667 -2.160
F -2.933 3.222 -0.598
B -2.440 2.027 -0.956
F -1.238 1.783 0.126
F -3.258 0.933 -0.686
F -1.806 1.922 -2.152

=====

Record 4
59
Properties=species:S:1:pos:R:3 method="wB97M-V/def2-TZVPD" relative_energy_ev=0.000 smiles="CCB(O)N(CCOC[PH2]=N)[PH2]=N.CCOC(C)=O.CCOC(C)=O" orbital_gap_ev=9.10 e_homo_ev=-8.8
C 1.177 3.135 1.304
C 1.045 1.922 0.371
B 0.347 0.629 0.913
O -0.155 0.506 2.178
N 0.223 -0.574 0.015
C -1.205 -0.822 -0.335
C -1.792 0.324 -1.161
O -3.182 0.488 -0.913
C -3.464 1.138 0.300
P -5.145 0.699 0.821
N -5.366 -0.763 1.316
P 0.882 -1.939 0.751
N 2.402 -1.920 1.081
H 0.756 2.961 2.296
H 0.699 4.014 0.873
H 2.222 3.405 1.450
H 0.539 2.200 -0.558
H 2.029 1.568 0.038
H -0.488 1.331 2.556
H -1.241 -1.736 -0.929
H -1.838 -0.999 0.542
H -1.719 0.119 -2.228
H -1.283 1.270 -0.961
H -2.816 0.836 1.134
H -3.383 2.230 0.193
H -5.881 1.050 -0.328
H -5.407 1.718 1.759
H -5.688 -0.809 2.274
H 0.062 -2.187 1.868
H 0.484 -2.956 -0.136
H 2.854 -1.059 0.795
C -5.060 3.040 -3.831
C -4.770 3.892 -2.614
O -3.530 3.536 -1.991
C -2.329 3.992 -2.393
C -2.212 4.764 -3.684
O -1.370 3.717 -1.721
H -4.313 3.184 -4.611
H -6.037 3.294 -4.242
H -5.059 1.986 -3.554
H -4.792 4.960 -2.839
H -5.517 3.712 -1.842
H -1.914 4.067 -4.467
H -1.423 5.501 -3.563
H -3.124 5.268 -3.992
C 4.640 -4.502 1.277
C 5.221 -4.507 2.671
O 5.755 -5.786 3.052
C 6.996 -6.186 2.714
C 7.810 -5.366 1.738
O 7.411 -7.219 3.166
H 5.399 -4.714 0.522
H 4.190 -3.531 1.067
H 3.865 -5.264 1.190
H 5.974 -3.729 2.805
H 4.438 -4.318 3.404
H 7.689 -5.804 0.748
H 8.855 -5.452 2.025
H 7.540 -4.316 1.688

=====

The total energy results, record by record, are as follows: -92019.52086 -45808.48407 -115640.35665 -50041.39855 eV.